*i*
Here is a 2-piece molecular cluster, C3H10NOS overall from the OMol25 dataset. Energies are from the ωB97M-V functional and the def2-TZVPD basis.

Computed properties:
**Frontier orbital gap**: 7.053 eV
**Charge**: -1
**LUMO**: 3.974 eV

Atoms and positions in Å:
C1 -0.864 0.721 0.424
C2 0.526 1.230 0.048
S1 1.588 -0.059 -0.807
C3 -1.772 0.376 -0.751
N1 -3.101 -0.151 -0.332
H1 -0.776 -0.240 0.950
H2 -1.364 1.347 1.156
H3 0.483 2.119 -0.572
H4 1.001 1.633 0.903
H5 -1.888 1.336 -1.398
H6 -1.289 -0.382 -1.319
H7 -3.132 -0.039 0.688
H8 -3.091 -1.178 -0.518
H9 1.854 -1.180 0.836
H10 1.124 -1.547 2.110
O1 2.004 -1.728 1.759

=====

*ii*
Here is a 2-piece molecular cluster, C3H10NOS overall from the OMol25 dataset. Energies are from the ωB97M-V functional and the def2-TZVPD basis.

Computed properties:
**Frontier orbital gap**: 6.906 eV
**Charge**: -1
**LUMO**: 4.130 eV

Atoms and positions in Å:
C1 2.028 1.745 -0.910
C2 1.752 1.001 0.378
S1 1.227 -0.763 0.158
H1 1.061 1.789 -1.430
H2 2.653 1.235 -1.644
H3 2.426 2.750 -0.743
H4 2.626 0.968 1.029
H5 0.919 1.448 0.921
H6 -0.819 -0.125 1.188
N1 -1.984 -0.721 -1.080
C3 -2.501 -0.736 0.260
O1 -1.791 0.048 1.174
H7 -1.773 0.248 -1.223
H8 -1.121 -1.234 -1.182
H9 -3.480 -0.272 0.315
H10 -2.626 -1.774 0.601

=====

Out of the structures above, which one is the least stable? Solution: *i*.